Density functional theory data (wB97M-V/def2-TZVPD) for a molecular structure, C19H31F9OP2Pd.

Atoms and positions in Å:
P (1.82514, 1.28488, -2.82449)
P (-1.70523, 0.31368, 2.91558)
C (-1.23912, 0.74546, 0.31332)
C (-2.28002, 0.91951, 1.30171)
H (-0.51479, -0.05962, 0.43187)
H (-1.26186, 1.34639, -0.59100)
H (-2.55584, 1.98438, 1.44769)
H (-3.19512, 0.33052, 1.10242)
C (-1.26414, -1.39389, 2.83551)
H (-0.55939, -1.64217, 3.63745)
H (-0.81071, -1.63272, 1.86211)
H (-2.18038, -1.98790, 2.95473)
C (-2.81131, 0.76712, 4.21181)
H (-3.78315, 0.29208, 4.04093)
H (-2.95011, 1.85423, 4.24323)
H (-2.41993, 0.43183, 5.17660)
C (3.55365, 1.44614, -3.41919)
H (4.02547, 2.33067, -2.96912)
H (3.53802, 1.54183, -4.51261)
H (4.10594, 0.53963, -3.14656)
C (1.33084, 3.01862, -3.19230)
H (0.31082, 3.19346, -2.83283)
H (1.34977, 3.16026, -4.28071)
H (2.02875, 3.71627, -2.70899)
Pd (-0.84598, -2.57306, -1.08431)
C (-2.40963, -2.56077, -2.19293)
C (-1.60323, -3.73786, -2.41707)
C (-0.68055, -3.81878, -3.62823)
C (0.75369, -3.36811, -3.23579)
C (0.75068, -2.34196, -2.13368)
C (-0.04626, -1.13462, -2.07231)
C (-1.00772, -0.59019, -3.09260)
C (-2.32233, -1.44034, -3.21678)
C (2.15496, 1.50126, -1.02764)
H (-3.36465, -2.68969, -1.67498)
H (-1.94551, -4.70802, -2.02801)
H (-1.05185, -3.23841, -4.48011)
H (-0.65483, -4.86442, -3.96379)
H (1.26369, -4.25509, -2.82352)
H (1.34861, -3.05781, -4.10434)
H (1.72434, -2.18505, -1.64584)
H (0.41362, -0.35435, -1.44866)
H (-0.51939, -0.44458, -4.06733)
H (-1.30994, 0.41700, -2.75631)
H (-3.20283, -0.79277, -3.09806)
H (-2.39337, -1.82442, -4.24205)
H (1.22491, 1.56680, -0.45290)
H (2.73697, 2.42175, -0.87879)
H (2.71934, 0.64592, -0.63883)
F (0.28918, 3.67487, 3.33196)
C (0.65479, 2.86441, 4.35278)
F (1.79287, 3.35216, 4.90459)
F (-0.34010, 2.92681, 5.28339)
C (0.78791, 1.40472, 3.85112)
O (-0.40946, 1.21282, 3.05129)
C (1.96191, 1.24270, 2.86000)
F (3.16769, 1.16511, 3.47114)
F (1.78506, 0.10372, 2.12538)
F (2.00044, 2.27325, 1.97668)
C (0.97345, 0.41977, 5.02101)
F (1.94502, 0.82680, 5.86806)
F (-0.17867, 0.28520, 5.74091)
F (1.29989, -0.82548, 4.56938)

Atoms 1-6, force components in eV/Å:
0.19 0.32 -0.35
-0.59 -0.54 -0.92
0.81 0.02 -0.75
-0.81 0.35 1.40
-0.16 0.17 -0.36
0.10 -0.21 0.16

E_tot = -68759.8734 eV
Relative energy (zero: lowest compared OMol25 entry of this formula, charge and spin) = 20.16 kJ/mol
Gap between HOMO and LUMO (alpha / beta) = 3.202 / 5.181 eV
Spin multiplicity = 3
E_HOMO (alpha / beta) = -2.91 / -5.55 eV

Density functional theory data (wB97M-V/def2-TZVPD) for 3 unconnected molecules or ions with the total composition C2H8O2.

Atoms and positions in Å:
O (2.33199, -1.51949, -0.06473)
H (2.49532, -1.51264, -0.97891)
H (1.30358, -1.42774, -0.17793)
H (1.47687, 2.31709, -1.28306)
C (-0.68791, -0.13357, 0.27069)
O (-0.22205, -1.26998, -0.29749)
C (-1.99498, -0.08342, 0.94274)
H (-0.71453, 0.64890, -0.60335)
H (0.01803, 0.26657, 0.94841)
H (-2.29353, 0.88760, 1.06449)
H (-2.63980, -0.92900, 1.29214)
H (0.92702, 2.75566, -1.11300)

Atoms 1-6, force components in eV/Å:
-2.04 0.30 1.16
1.17 -0.09 -1.96
1.33 -0.26 0.87
0.54 -0.46 -0.15
-2.11 -3.73 -2.93
-1.12 1.59 0.95

E_tot = -6292.9169 eV
Relative energy (zero: lowest compared OMol25 entry of this formula, charge and spin) = 530.04 kJ/mol
Gap between HOMO and LUMO = 6.733 eV
E_HOMO = -9.40 eV

Density functional theory data (wB97M-V/def2-TZVPD) for a single C8H18O2 molecule.

Atoms and positions in Å:
C (0.17189, -1.54384, -2.15976)
C (-0.52425, -0.16899, -1.67731)
C (-1.99159, -0.25037, -1.06678)
C (-0.67641, 0.72474, -2.95164)
O (0.23920, 0.32031, -0.56756)
O (-0.25784, -0.25526, 0.60230)
C (0.61481, 0.29399, 1.72728)
C (0.50325, 1.78607, 1.81775)
C (1.97924, -0.37894, 1.46469)
C (0.01235, -0.40882, 2.89782)
H (0.36214, -2.18799, -1.26793)
H (-0.64480, -2.06063, -2.80806)
H (1.03465, -1.24554, -2.76482)
H (-2.04977, 0.70351, -0.44774)
H (-2.20640, -1.07474, -0.38537)
H (-2.73312, -0.43166, -1.96705)
H (-1.15858, 0.15234, -3.74344)
H (0.20653, 1.12616, -3.41497)
H (-1.29656, 1.61432, -2.67400)
H (0.51051, 2.26275, 0.84516)
H (1.37982, 2.25237, 2.34136)
H (-0.36053, 2.17993, 2.41409)
H (2.07975, -1.42521, 1.55771)
H (2.21047, -0.27744, 0.47028)
H (2.78455, 0.08682, 2.04303)
H (-1.06114, -0.18408, 2.97300)
H (0.47365, -0.15644, 3.87669)
H (0.39819, -1.45336, 2.86523)

Atoms 1-6, force components in eV/Å:
-3.02 0.54 0.24
-1.17 -2.32 0.04
-0.50 -0.20 -1.93
-0.31 1.14 1.58
1.23 1.80 -2.02
0.52 0.27 2.24

E_tot = -12678.7814 eV
Relative energy (zero: lowest compared OMol25 entry of this formula, charge and spin) = 474.20 kJ/mol
SMILES = CC(C)(C)OOC(C)(C)C
Gap between HOMO and LUMO = 9.605 eV
E_HOMO = -8.75 eV

Density functional theory data (wB97M-V/def2-TZVPD) for 4 unconnected molecules or ions with the total composition CH9NO2.

Atoms and positions in Å:
C (-0.76382, 1.42417, -1.11165)
N (-0.01588, 1.27266, 0.25614)
H (-1.26352, 0.47061, -1.42770)
H (-1.50500, 2.15565, -0.90459)
H (-0.24784, 1.88299, -1.94609)
H (1.07947, -0.08426, -0.31925)
H (0.08375, 2.20113, 0.49392)
H (-0.15031, 0.07372, 1.05735)
H (-0.14076, -0.89522, 2.61061)
O (-0.16234, -0.94952, 1.55452)
H (0.86241, -2.16145, 0.61053)
H (1.08219, -2.48561, -0.89158)
O (1.14167, -2.90486, 0.01780)

Atoms 1-6, force components in eV/Å:
-0.06 -1.22 1.63
-0.68 -5.36 -5.24
0.69 0.82 0.44
-1.17 0.52 0.30
0.88 -0.35 0.04
-1.38 3.41 1.45

E_tot = -6762.6537 eV
Relative energy (zero: lowest compared OMol25 entry of this formula, charge and spin) = 504.80 kJ/mol
Gap between HOMO and LUMO = 8.157 eV
E_HOMO = -10.09 eV

Number 1: F_max 0.1673 hartree/bohr. Number 2: F_max 0.1009 hartree/bohr. Number 3: F_max 0.0599 hartree/bohr. Number 4: F_max 0.1465 hartree/bohr.